Record 1
Molecular formula: C2H10O2S
Method: DFT, ωB97M-V/def2-TZVPD

Last columns: bonded neighbours and bond lengths (Å).
Atoms and positions in Å:
1 C 0.048 -3.047 -0.232  C2 1.494, H4 1.063, H5 1.138, H6 1.086
2 C -0.298 -1.961 0.734  C1 1.494, S3 1.989, H7 1.164, H8 1.100
3 S 0.278 -0.261 -0.122  C2 1.989, H9 1.318
4 H 1.079 -3.201 -0.029  C1 1.063
5 H 0.073 -2.826 -1.349  C1 1.138
6 H -0.513 -3.961 -0.067  C1 1.086
7 H -1.384 -1.670 1.038  C2 1.164
8 H 0.377 -2.094 1.591  C2 1.100
9 H 1.148 -0.846 -0.921  S3 1.318
10 O 1.012 3.945 0.730  H11 0.979, H12 0.920
11 H 0.322 3.792 0.053  O10 0.979
12 H 1.418 4.769 0.672  O10 0.920
13 O -1.306 2.823 -0.757  H14 0.977, H15 0.930
14 H -0.678 2.280 -1.273  O13 0.977
15 H -1.575 2.259 -0.068  O13 0.930

Values from the calculation:
- Energy above the lowest of the compared OMol25 structures with the same formula, charge and spin: 20.9 kcal per mole
- Structure (SMILES): CCS.O.O
- Charge: 0
- HOMO energy: -9.33 eV
- HOMO-LUMO gap: 10.11 eV
- E_tot: -630.8237 Ha

Record 2
Molecular formula: C2H10O2S
Method: DFT, ωB97M-V/def2-TZVPD

Last columns: bonded neighbours and bond lengths (Å).
Atoms and positions in Å:
1 C -2.089 -2.500 -0.501  C2 1.511, H4 1.095, H5 1.096, H6 1.086
2 C -0.879 -2.291 0.380  C1 1.511, S3 1.836, H7 1.087, H8 1.094
3 S 0.012 -0.728 0.013  C2 1.836, H9 1.330
4 H -1.812 -2.450 -1.559  C1 1.095
5 H -2.684 -1.585 -0.399  C1 1.096
6 H -2.629 -3.415 -0.271  C1 1.086
7 H -1.058 -2.413 1.445  C2 1.087
8 H -0.018 -2.917 0.127  C2 1.094
9 H -0.052 -0.631 -1.312  S3 1.330
10 O 2.534 3.179 -0.629  H11 0.961, H12 0.957
11 H 1.925 2.485 -0.363  O10 0.961
12 H 3.383 2.802 -0.402  O10 0.957
13 O 0.191 2.355 0.916  H14 0.975, H15 0.973
14 H -0.676 2.198 1.333  O13 0.975
15 H -0.076 2.527 -0.003  O13 0.973

Values from the calculation:
- Energy above the lowest of the compared OMol25 structures with the same formula, charge and spin: 16.0 kcal per mole
- Structure (SMILES): CCS.O.O
- Charge: 0
- HOMO energy: -9.00 eV
- HOMO-LUMO gap: 9.68 eV
- E_tot: -630.8315 Ha

Record 3
Molecular formula: C2H10O2S
Method: DFT, ωB97M-V/def2-TZVPD

Last columns: bonded neighbours and bond lengths (Å).
Atoms and positions in Å:
1 C 3.165 -1.090 3.033  S2 1.869, H4 1.034, H5 1.151, H6 1.076
2 S 2.946 0.681 3.587  C1 1.869, C3 1.832
3 C 2.883 1.584 1.994  S2 1.832, H7 1.124, H8 1.160, H9 1.114
4 H 4.097 -1.406 3.352  C1 1.034
5 H 3.300 -1.172 1.893  C1 1.151
6 H 2.308 -1.714 3.219  C1 1.076
7 H 1.991 1.718 1.324  C3 1.124
8 H 3.375 2.611 2.220  C3 1.160
9 H 3.553 0.972 1.348  C3 1.114
10 O -5.306 -1.982 -4.425  H11 0.917, H12 0.896
11 H -5.785 -1.329 -3.996  O10 0.917
12 H -4.669 -2.171 -3.825  O10 0.896
13 O -3.991 1.398 -3.373  H14 0.895, H15 0.964
14 H -4.575 1.128 -2.752  O13 0.895
15 H -3.291 0.774 -3.596  O13 0.964

Values from the calculation:
- Energy above the lowest of the compared OMol25 structures with the same formula, charge and spin: 34.4 kcal per mole
- Structure (SMILES): CSC.O.O
- Charge: 0
- HOMO energy: -8.66 eV
- HOMO-LUMO gap: 9.19 eV
- E_tot: -630.8023 Ha

Record 4
Molecular formula: C2H10O2S2
Method: DFT, ωB97M-V/def2-TZVPD

Last columns: bonded neighbours and bond lengths (Å).
Atoms and positions in Å:
1 C 0.881 -2.030 -0.901  S2 1.800, H5 1.081, H6 1.159, H7 1.091
2 S -0.080 -0.858 0.072  C1 1.800, S3 2.095
3 S -0.175 1.074 -0.731  S2 2.095, C4 1.931
4 C 0.034 2.091 0.897  S3 1.931, H8 1.118, H9 1.173, H10 1.107
5 H 1.489 -1.397 -1.533  C1 1.081
6 H 1.588 -2.435 -0.077  C1 1.159
7 H 0.175 -2.703 -1.389  C1 1.091
8 H 0.337 1.480 1.784  C4 1.118
9 H 1.083 2.576 0.697  C4 1.173
10 H -0.715 2.877 1.119  C4 1.107
11 O -5.178 4.312 2.046  H12 0.911, H13 1.049
12 H -5.679 3.796 1.488  O11 0.911
13 H -5.252 3.921 3.017  O11 1.049
14 O 4.706 -4.721 -0.995  H15 0.979, H16 0.981
15 H 4.609 -4.920 -1.949  O14 0.979
16 H 4.720 -3.740 -0.994  O14 0.981

Values from the calculation:
- Energy above the lowest of the compared OMol25 structures with the same formula, charge and spin: 45.6 kcal per mole
- Structure (SMILES): CSSC.O.O
- Charge: 0
- HOMO energy: -7.96 eV
- HOMO-LUMO gap: 8.55 eV
- E_tot: -1028.9863 Ha

Record 5
Molecular formula: C2H10O2S2
Method: DFT, ωB97M-V/def2-TZVPD

Last columns: bonded neighbours and bond lengths (Å).
Atoms and positions in Å:
1 C -1.051 -1.790 -1.661  S2 1.811, H5 1.080, H6 1.076, H7 0.992
2 S -0.524 -3.227 -0.693  C1 1.811, S3 2.022
3 S -1.777 -3.674 0.830  S2 2.022, C4 1.829
4 C -2.952 -2.274 0.880  S3 1.829, H8 1.093, H9 1.141, H10 1.219
5 H -2.120 -1.640 -1.707  C1 1.080
6 H -0.584 -0.851 -1.418  C1 1.076
7 H -0.573 -1.962 -2.513  C1 0.992
8 H -3.918 -2.629 0.515  C4 1.093
9 H -3.031 -1.870 1.945  C4 1.141
10 H -2.612 -1.216 0.379  C4 1.219
11 O 3.543 5.026 0.201  H12 0.975, H13 0.931
12 H 3.968 5.625 -0.440  O11 0.975
13 H 4.133 4.385 0.530  O11 0.931
14 O 2.899 2.058 1.027  H15 0.907, H16 0.943
15 H 2.378 1.828 1.733  O14 0.907
16 H 2.220 2.210 0.392  O14 0.943

Values from the calculation:
- Energy above the lowest of the compared OMol25 structures with the same formula, charge and spin: 48.2 kcal per mole
- Structure (SMILES): CSSC.O.O
- Charge: 0
- HOMO energy: -7.64 eV
- HOMO-LUMO gap: 8.12 eV
- E_tot: -1028.9822 Ha

Record 6
Molecular formula: C2H10O3
Method: DFT, ωB97M-V/def2-TZVPD

Last columns: bonded neighbours and bond lengths (Å).
Atoms and positions in Å:
1 C 0.057 0.263 -0.297  C2 1.519, H4 1.086, H5 1.086, H6 1.078
2 C -0.183 -0.982 0.539  C1 1.519, O3 1.421, H7 1.067, H8 1.083
3 O -1.527 -1.424 0.417  C2 1.421, H9 0.957
4 H 0.390 1.067 0.353  C1 1.086
5 H 0.885 0.007 -0.950  C1 1.086
6 H -0.845 0.569 -0.800  C1 1.078
7 H -0.052 -0.841 1.588  C2 1.067
8 H 0.442 -1.769 0.134  C2 1.083
9 H -1.712 -2.168 -0.156  O3 0.957
10 O -4.911 -1.709 0.605  H11 0.963, H12 0.963
11 H -5.650 -1.987 0.055  O10 0.963
12 H -4.290 -1.285 0.004  O10 0.963
13 O 5.666 3.702 -0.694  H14 0.959, H15 0.958
14 H 5.835 2.821 -1.033  O13 0.959
15 H 5.895 3.738 0.236  O13 0.958

Values from the calculation:
- Energy above the lowest of the compared OMol25 structures with the same formula, charge and spin: 15.8 kcal per mole
- Structure (SMILES): CCO.O.O
- Charge: 0
- HOMO energy: -10.30 eV
- HOMO-LUMO gap: 11.06 eV
- E_tot: -307.8809 Ha

Record 7
Molecular formula: C2H10O4
Method: DFT, ωB97M-V/def2-TZVPD

Last columns: bonded neighbours and bond lengths (Å).
Atoms and positions in Å:
1 C 1.865 -0.752 1.663  C2 1.509, H4 1.097, H5 1.065, H6 1.151
2 C 0.506 -0.117 1.506  C1 1.509, O3 1.221, H7 1.209
3 O -0.267 -0.513 0.647  C2 1.221
4 H 2.496 -0.490 0.805  C1 1.097
5 H 2.010 -1.797 1.525  C1 1.065
6 H 2.358 -0.358 2.627  C1 1.151
7 H 0.158 0.835 2.166  C2 1.209
8 O -2.599 0.808 0.417  H9 0.975, H10 0.954
9 H -1.783 0.326 0.189  O8 0.975
10 H -2.674 0.448 1.298  O8 0.954
11 O -1.375 3.113 0.764  H12 0.983, H13 0.944
12 H -1.255 3.620 -0.070  O11 0.983
13 H -1.990 2.406 0.643  O11 0.944
14 O 0.959 -2.386 -4.416  H15 0.977, H16 0.925
15 H 1.215 -3.238 -4.817  O14 0.977
16 H 0.374 -1.904 -4.947  O14 0.925

Values from the calculation:
- Energy above the lowest of the compared OMol25 structures with the same formula, charge and spin: 22.9 kcal per mole
- Structure (SMILES): CC=O.O.O.O
- Charge: 0
- HOMO energy: -10.43 eV
- HOMO-LUMO gap: 11.11 eV
- E_tot: -383.1190 Ha

Record 8
Molecular formula: C2H10O4
Method: DFT, ωB97M-V/def2-TZVPD

Last columns: bonded neighbours and bond lengths (Å).
Atoms and positions in Å:
1 C -2.469 -0.269 -0.441  C2 1.337, H4 1.082, H5 1.082
2 C -1.521 0.198 -1.261  C1 1.337, O3 1.373, H6 1.085
3 O -0.193 0.057 -0.944  C2 1.373, H7 0.965
4 H -3.472 -0.362 -0.834  C1 1.082
5 H -2.223 -0.659 0.537  C1 1.082
6 H -1.782 0.732 -2.168  C2 1.085
7 H 0.207 -0.729 -1.337  O3 0.965
8 O 2.128 -1.721 -0.747  H9 0.963, H10 0.958
9 H 1.769 -1.147 -0.061  O8 0.963
10 H 3.042 -1.521 -0.540  O8 0.958
11 O -0.510 1.860 1.258  H12 0.966, H13 0.961
12 H -1.329 1.879 1.770  O11 0.966
13 H -0.820 1.389 0.479  O11 0.961
14 O 1.724 -0.152 1.530  H15 0.932, H16 0.976
15 H 2.371 0.074 2.160  O14 0.932
16 H 0.926 0.394 1.661  O14 0.976

Values from the calculation:
- Energy above the lowest of the compared OMol25 structures with the same formula, charge and spin: 22.2 kcal per mole
- Structure (SMILES): C=CO.O.O.O
- Charge: 0
- HOMO energy: -10.04 eV
- HOMO-LUMO gap: 10.77 eV
- E_tot: -383.1202 Ha

What is the formula in the fifth record?
C2H10O2S2

Look up the E_tot of the first one.
-630.8237 Ha